Entry 1:
{"formula": "C30H47BNdO2P2", "method": "wB97M-V/def2-TZVPD", "symbols": ["Nd", "C", "C", "C", "C", "C", "C", "H", "H", "H", "C", "H", "H", "H", "C", "H", "H", "H", "C", "H", "H", "H", "C", "H", "H", "H", "C", "C", "C", "C", "C", "C", "C", "C", "H", "H", "H", "H", "H", "H", "H", "H", "H", "H", "H", "H", "P", "P", "C", "C", "H", "H", "H", "H", "C", "H", "H", "H", "C", "H", "H", "H", "C", "H", "H", "H", "C", "H", "H", "H", "O", "B", "O", "C", "C", "C", "C", "C", "C", "H", "H", "H", "H"], "positions_angstrom": [[-0.34784, 1.06494, 1.14910], [-1.04914, 3.47617, 0.66565], [-2.27700, 2.72894, 0.55356], [-1.55767, 2.59342, 2.77308], [-0.59927, 3.39884, 2.03422], [-2.59070, 2.18527, 1.84984], [-0.34837, 4.17686, -0.43525], [-0.70492, 3.89932, -1.43603], [0.74398, 4.04816, -0.43988], [-0.53088, 5.25315, -0.31570], [0.74466, 3.78896, 2.53048], [1.47832, 4.00178, 1.73596], [1.25273, 3.06650, 3.19454], [0.61436, 4.70451, 3.12084], [-1.36518, 2.08310, 4.15327], [-1.64834, 2.88513, 4.84658], [-0.33317, 1.80265, 4.42155], [-1.97162, 1.19682, 4.39905], [-3.79660, 1.39951, 2.19354], [-4.53217, 2.06770, 2.66351], [-3.61758, 0.58721, 2.90930], [-4.28942, 0.95122, 1.32230], [-3.12255, 2.61258, -0.66090], [-3.93432, 3.35322, -0.61509], [-3.60717, 1.63344, -0.78259], [-2.57572, 2.80183, -1.59178], [2.06005, -2.51351, -4.98552], [1.32223, -1.61086, -5.67094], [0.10137, -1.84717, -6.50933], [-0.67277, -3.15761, -6.25743], [-1.15850, -3.28800, -4.84361], [-0.50208, -3.77640, -3.76855], [0.88078, -4.35107, -3.70316], [1.84057, -3.99110, -4.85647], [0.34862, -1.78968, -7.58381], [-0.08498, -4.01770, -6.59839], [-0.57956, -1.00064, -6.32481], [1.51721, -4.47210, -5.78748], [2.95926, -2.15733, -4.47449], [1.67753, -0.57885, -5.69995], [2.81677, -4.43588, -4.59875], [1.32672, -4.00464, -2.75611], [-1.04998, -3.84017, -2.82524], [0.83805, -5.45106, -3.62046], [-1.56916, -3.11703, -6.89885], [-2.19077, -2.95217, -4.70617], [0.60324, 0.34291, -1.18084], [-1.34704, -1.40141, 1.12715], [0.38413, -1.46110, -1.14308], [0.06169, -2.11497, 0.23089], [1.34769, -1.81767, -1.52933], [-0.42792, -1.64934, -1.86669], [-0.30254, -3.14154, 0.09465], [0.92896, -2.09085, 0.91525], [-1.39124, -1.97517, 2.83766], [-2.25086, -1.49257, 3.35521], [-0.44311, -1.70878, 3.35938], [-1.54589, -3.05961, 2.65481], [-2.90025, -1.69013, 0.25385], [-2.85122, -2.78155, 0.07024], [-2.92557, -1.09001, -0.68512], [-3.73440, -1.37642, 0.92187], [2.34867, 0.80872, -0.99506], [2.44043, 1.90878, -0.84995], [2.70387, 0.48139, -1.99078], [2.80663, 0.28059, -0.13251], [-0.14221, 1.06120, -2.64914], [-1.24917, 0.94615, -2.58821], [0.32759, 0.43391, -3.43397], [0.13002, 2.13969, -2.69140], [2.65275, 1.13075, 2.84501], [1.51346, 0.26513, 2.66670], [1.08924, -0.17766, 3.97557], [2.03387, 0.28072, 4.82174], [2.06843, 0.09370, 6.19921], [3.12318, 0.74478, 6.86939], [4.04661, 1.51962, 6.19981], [3.98692, 1.70409, 4.80336], [2.95482, 1.05348, 4.15906], [1.31452, -0.50550, 6.67052], [3.18666, 0.60504, 7.95679], [4.86598, 2.01378, 6.73931], [4.67626, 2.31160, 4.23905]], "lowdin_charge": [1.44, -0.34, -0.32, -0.32, -0.33, -0.33, -0.05, 0.06, 0.07, 0.10, -0.03, 0.09, 0.07, 0.11, -0.02, 0.10, 0.07, 0.09, -0.05, 0.10, 0.07, 0.07, -0.04, 0.10, 0.07, 0.06, -0.11, -0.12, -0.19, -0.20, -0.10, -0.13, -0.19, -0.20, 0.12, 0.10, 0.11, 0.10, 0.10, 0.10, 0.11, 0.10, 0.09, 0.12, 0.11, 0.10, 0.70, 0.70, -0.37, -0.38, 0.09, 0.08, 0.09, 0.08, -0.22, 0.06, 0.05, 0.06, -0.24, 0.05, 0.05, 0.06, -0.23, 0.06, 0.06, 0.06, -0.23, 0.06, 0.04, 0.06, 0.05, -0.50, 0.03, -0.27, 0.03, -0.09, -0.08, 0.02, -0.27, 0.11, 0.11, 0.11, 0.12], "largest_force_ev_per_a": 2.3, "e_tot_ha": -2590.50266, "charge": 1, "e_homo_ev": [-10.06, -10.10], "lumo_energy_ha": [-0.096, -0.091], "spin_multiplicity": 4}


Entry 2:
{"formula": "C30H47BO17P", "method": "wB97M-V/def2-TZVPD", "symbols": ["C", "C", "C", "C", "C", "P", "C", "O", "C", "C", "C", "C", "C", "C", "C", "C", "O", "O", "B", "O", "O", "H", "H", "H", "H", "H", "H", "H", "H", "H", "H", "H", "H", "H", "H", "H", "H", "H", "H", "H", "H", "H", "H", "H", "C", "C", "C", "O", "C", "O", "O", "H", "H", "H", "H", "H", "H", "C", "C", "C", "O", "C", "O", "O", "H", "H", "H", "H", "H", "H", "C", "C", "C", "O", "C", "O", "O", "H", "H", "H", "H", "H", "H", "C", "C", "C", "O", "C", "O", "O", "H", "H", "H", "H", "H", "H"], "positions_angstrom": [[-5.54684, 2.44544, -1.42389], [-4.16299, 3.17429, -1.16639], [-4.20927, 4.68531, -1.58845], [-2.91932, 2.37956, -1.79283], [-2.25190, 1.58128, -0.59912], [-1.16004, 0.15971, -1.10868], [0.41809, 0.30352, -0.05668], [1.02429, -0.97620, 0.07596], [1.25736, -1.31410, 1.42607], [2.42658, -0.85547, 2.16659], [2.63814, -1.26521, 3.55420], [1.64919, -2.13880, 4.17010], [0.45132, -2.58418, 3.47773], [0.26439, -2.16031, 2.08597], [-0.66027, 0.15800, -2.90677], [-1.62900, -0.68161, -3.84006], [-1.39543, -1.81476, -4.12884], [-2.78673, -0.10858, -4.41368], [-1.97094, -1.57434, -0.73961], [-3.11204, -1.56207, 0.10058], [-1.42480, -2.72735, -1.26407], [-6.11183, 2.43700, -0.45150], [-5.43926, 1.39044, -1.79196], [-6.15885, 3.08003, -2.12077], [-4.01144, 3.16666, -0.04562], [-3.25611, 5.23686, -1.36483], [-4.99102, 5.17535, -0.93503], [-4.56261, 4.83541, -2.64078], [-3.24701, 1.74387, -2.65282], [-2.17766, 3.15051, -2.15169], [-3.06178, 1.18964, 0.06815], [-1.63317, 2.31601, -0.01791], [0.11105, 0.73278, 0.94177], [1.11376, 0.97932, -0.62360], [3.17450, -0.18639, 1.67843], [3.52200, -0.96235, 4.15675], [1.80074, -2.47999, 5.21787], [-0.30858, -3.23609, 3.95702], [-0.66906, -2.52417, 1.57998], [0.32183, -0.39880, -2.95804], [-0.45416, 1.17333, -3.33640], [-3.48471, -0.25657, -3.74591], [-2.78869, -1.15648, 0.93511], [-1.22381, -3.37472, -0.56200], [-2.23487, 0.74132, -7.27413], [-2.86219, -0.06047, -8.39192], [-1.88894, -0.48420, -9.45865], [-2.71898, -0.56991, -10.61370], [-3.75975, 0.28850, -10.41978], [-4.53538, 0.60703, -11.25973], [-3.78919, 0.73567, -9.13060], [-1.84150, 1.69058, -7.64588], [-2.98372, 0.98745, -6.52238], [-1.42789, 0.18561, -6.79260], [-3.40344, -0.91920, -7.98175], [-1.42922, -1.44892, -9.24265], [-1.10122, 0.25135, -9.64790], [3.70520, 4.90626, 4.64556], [3.60493, 3.59809, 5.39634], [4.34839, 2.46598, 4.74609], [3.60181, 1.32359, 5.16853], [2.32615, 1.75229, 5.40351], [1.39158, 1.03306, 5.58737], [2.26042, 3.11061, 5.39775], [3.23681, 4.82972, 3.66168], [3.17327, 5.69236, 5.18432], [4.74511, 5.21224, 4.52213], [3.91672, 3.73578, 6.43614], [5.38098, 2.39799, 5.08780], [4.33717, 2.50551, 3.65267], [1.36015, -3.12794, -4.00749], [2.82511, -2.75184, -4.00856], [3.67414, -3.60800, -4.90861], [4.94694, -3.55766, -4.26685], [4.71674, -3.32848, -2.94455], [5.53897, -3.41468, -2.09207], [3.41259, -2.98804, -2.72810], [1.21358, -4.13331, -3.60703], [0.79811, -2.45272, -3.36355], [0.93791, -3.08063, -5.01222], [2.94114, -1.68788, -4.24404], [3.73795, -3.21088, -5.92177], [3.34670, -4.65060, -4.95497], [-0.37778, -1.41776, 9.60442], [1.07457, -1.78094, 9.39594], [1.92761, -0.63329, 8.93138], [2.95197, -1.29577, 8.18978], [2.42048, -2.46076, 7.73483], [2.93765, -3.16602, 6.92325], [1.22032, -2.71462, 8.32090], [-0.84562, -1.12058, 8.66319], [-0.93425, -2.28243, 9.97071], [-0.48232, -0.60613, 10.32606], [1.48162, -2.24072, 10.30174], [2.35507, -0.07050, 9.76127], [1.40447, 0.05808, 8.26381]], "lowdin_charge": [-0.07, -0.41, -0.09, -0.19, -0.26, 1.17, -0.24, -0.14, -0.26, 0.01, -0.03, -0.04, -0.04, -0.01, -0.14, -0.48, 0.15, 0.03, -0.64, 0.11, 0.15, 0.09, 0.07, 0.08, 0.12, 0.08, 0.09, 0.09, 0.09, 0.12, 0.10, 0.11, 0.13, 0.13, 0.12, 0.11, 0.08, 0.11, 0.09, 0.11, 0.12, 0.12, 0.11, 0.14, -0.03, -0.34, -0.11, 0.07, -0.54, 0.18, 0.09, 0.10, 0.07, 0.08, 0.16, 0.14, 0.14, -0.02, -0.34, -0.10, 0.04, -0.54, 0.15, 0.09, 0.09, 0.09, 0.09, 0.16, 0.15, 0.14, -0.02, -0.34, -0.10, 0.07, -0.54, 0.18, 0.08, 0.10, 0.04, 0.10, 0.16, 0.14, 0.14, -0.02, -0.33, -0.10, 0.07, -0.55, 0.14, 0.09, 0.09, 0.09, 0.09, 0.16, 0.14, 0.13], "largest_force_ev_per_a": 3.1, "e_tot_ha": -2816.45325, "charge": 1, "e_homo_ev": -11.51, "lumo_energy_ha": -0.145, "spin_multiplicity": 1}


Entry 3:
{"formula": "C30H47Cl2OSi4", "method": "wB97M-V/def2-TZVPD", "symbols": ["C", "Si", "C", "C", "Si", "Si", "C", "C", "C", "Si", "C", "C", "C", "O", "C", "C", "C", "C", "C", "C", "H", "H", "H", "H", "H", "H", "H", "H", "H", "H", "H", "H", "H", "H", "H", "H", "H", "H", "H", "H", "H", "H", "H", "H", "H", "H", "H", "H", "H", "H", "H", "H", "H", "H", "H", "H", "Cl", "C", "C", "C", "C", "C", "C", "C", "C", "C", "C", "C", "Cl", "C", "C", "C", "C", "H", "H", "H", "H", "H", "H", "H", "H", "H", "H", "H"], "positions_angstrom": [[4.96624, 1.86737, 0.49522], [3.53559, 1.73241, 1.67975], [4.22630, 1.74622, 3.44300], [2.39869, 3.22712, 1.50268], [2.23838, -0.12450, 1.19627], [1.88491, -0.28422, -1.08758], [3.41225, -0.36949, -2.09885], [0.89547, -1.92170, -1.20198], [0.84413, 1.17251, -1.64514], [3.63705, -1.90887, 1.81733], [5.04516, -2.14111, 0.62516], [4.35066, -1.72786, 3.55400], [2.52176, -3.44210, 1.81769], [0.57388, -0.19960, 1.92047], [-0.67462, -0.57197, 1.79877], [-1.67700, 0.06403, 0.81730], [-2.58739, 0.79218, 1.92857], [-3.38271, -0.29538, 2.66861], [-2.63628, -1.63313, 2.73830], [-1.15841, -1.37763, 2.94476], [5.57567, 2.71905, 0.81665], [5.60820, 0.98433, 0.49594], [4.64216, 2.06252, -0.52902], [4.43721, 2.79491, 3.71127], [3.50970, 1.34558, 4.17388], [5.16271, 1.17348, 3.51328], [2.95566, 4.10813, 1.85814], [2.10992, 3.39363, 0.45422], [1.49153, 3.12005, 2.11742], [3.08319, -0.32561, -3.14081], [4.06646, 0.48021, -1.92053], [3.97337, -1.29042, -1.95423], [0.45460, -1.96851, -2.21273], [1.55653, -2.79816, -1.06100], [0.06875, -1.96822, -0.46152], [0.75705, 1.09120, -2.73704], [-0.17107, 1.16740, -1.22782], [1.33809, 2.11854, -1.39313], [5.73116, -2.86729, 1.07492], [4.71442, -2.54693, -0.33295], [5.60669, -1.22371, 0.44271], [4.58810, -2.74061, 3.91780], [5.27641, -1.13543, 3.53683], [3.64320, -1.26712, 4.25703], [3.12947, -4.25977, 2.24212], [1.62720, -3.30048, 2.44974], [2.21326, -3.72310, 0.79795], [-1.11743, 0.81548, 0.25100], [-1.96861, 1.33738, 2.64499], [-3.31044, 1.48462, 1.46204], [-3.64571, 0.07724, 3.66288], [-4.36967, -0.47456, 2.22535], [-3.08634, -2.32068, 3.48315], [-2.71584, -2.08239, 1.74823], [-0.60999, -2.33165, 2.99980], [-0.92786, -0.86696, 3.90363], [-1.89401, -5.50988, -3.41342], [-2.16361, -4.00669, -2.63673], [-2.54472, -3.99814, -1.28286], [-2.75605, -2.75436, -0.63562], [-2.39235, -1.56008, -1.27556], [-2.56874, -0.29423, -0.43039], [-2.73988, 0.88357, -1.40678], [-3.58561, 1.87197, -1.16815], [-3.94247, 2.82449, -2.21188], [-4.53699, 4.04210, -1.87515], [-4.98219, 4.94845, -2.79878], [-4.81764, 4.63741, -4.17225], [-5.39183, 5.73951, -5.35128], [-4.23835, 3.43055, -4.57764], [-3.77987, 2.53729, -3.60034], [-2.13817, -1.59401, -2.66070], [-2.02261, -2.81546, -3.32694], [-2.72315, -4.91454, -0.72988], [-3.30951, -2.74159, 0.31374], [-3.46925, -0.43977, 0.16480], [-2.21869, 0.85973, -2.37776], [-4.07485, 2.01930, -0.21874], [-4.66037, 4.26271, -0.78177], [-5.43893, 5.90291, -2.50930], [-4.14254, 3.20476, -5.63136], [-3.35081, 1.60311, -3.91770], [-2.09313, -0.69566, -3.27181], [-1.83550, -2.82988, -4.40028]], "lowdin_charge": [-0.19, 0.38, -0.21, -0.22, 0.54, 0.40, -0.19, -0.18, -0.18, 0.40, -0.19, -0.21, -0.21, -0.14, -0.15, -0.13, -0.09, -0.18, -0.17, -0.09, 0.05, 0.02, 0.02, 0.04, 0.03, 0.03, 0.04, 0.02, 0.03, 0.05, 0.02, 0.02, 0.03, 0.03, 0.02, 0.05, 0.00, 0.03, 0.05, 0.03, 0.02, 0.04, 0.03, 0.03, 0.04, 0.02, 0.02, 0.11, 0.13, 0.11, 0.12, 0.12, 0.14, 0.07, 0.14, 0.16, 0.71, -0.69, -0.07, -0.03, -0.18, -0.19, -0.06, -0.04, -0.21, -0.05, -0.09, -0.67, 0.70, -0.09, -0.01, -0.04, -0.10, 0.11, 0.11, 0.12, 0.09, 0.10, 0.13, 0.12, 0.11, 0.10, 0.10, 0.12], "largest_force_ev_per_a": 3.0, "e_tot_ha": -3324.72456, "charge": 1, "e_homo_ev": -10.62, "lumo_energy_ha": -0.152, "spin_multiplicity": 1}